C6H11NO5 | the ωB97M-V functional and the def2-TZVPD basis

The HOMO energy comes out at -9.546 eV. The LUMO energy comes out at 0.59 eV. Its multiplicity is 1. Its gap between HOMO and LUMO is 10.131 eV.

Geometry (Å):
C 0.585 -1.338 0.388
C 1.534 1.876 -0.876
C 0.075 1.739 -1.168
C -0.381 0.275 -1.012
C 0.485 -0.919 2.911
C -1.864 0.119 -1.205
N 0.917 -1.520 1.641
O 1.389 -2.794 2.089
O -0.109 -0.113 0.320
O 1.977 2.073 0.217
O -0.187 2.178 -2.444
O -2.187 -1.242 -1.355
H 2.008 1.892 -1.862
H -0.359 2.456 -0.530
H 0.320 -0.212 -1.814
H 0.697 0.211 2.739
H 1.065 -1.180 3.725
H -0.516 -1.073 2.940
H -2.087 0.693 -2.199
H -2.425 0.398 -0.359
H 0.989 -3.462 1.558
H -0.318 1.438 -3.092
H -1.608 -1.493 -0.612

Here are the Löwdin charges for atoms 1 to 2, given in e:
1 C 0.000
2 C -0.204